Entry 1:
{
  "formula": "C3H5NO2",
  "method": "ωB97M-V/def2-TZVPD",
  "species": ["N", "C", "C", "O", "C", "O", "H", "H", "H", "H", "H"],
  "positions_angstrom": [[1.165303, -0.037420, 1.093145], [-0.391053, -0.240425, -1.185334], [-0.815693, -0.767648, 0.172319], [-0.270141, 0.120582, 1.132104], [-0.191602, 1.061009, -1.141502], [0.013314, 2.201125, -0.991308], [1.422838, 0.438602, 1.951262], [1.509160, 0.577513, 0.346468], [-0.162612, -0.820760, -2.068567], [-1.906722, -0.718004, 0.291348], [-0.467706, -1.789473, 0.367167]],
  "forces_ev_per_a": [[-0.1, 0.2, 0.3], [-0.1, 0.2, -0.1], [0.0, 0.0, 0.0], [0.1, -0.2, 0.2], [0.1, 0.7, -0.3], [-0.2, -0.9, -0.4], [0.1, -0.1, 0.1], [-0.2, -0.2, 0.2], [-0.1, 0.1, 0.1], [0.3, 0.0, 0.2], [0.0, 0.1, -0.2]],
  "e_above_lowest_kcal_mol": 85.5,
  "max_force_ha_per_bohr": 0.019,
  "smiles": "NOCC=C=O",
  "orbital_gap_ha": 0.3671
}

Entry 2:
{
  "formula": "C3H8N2O2",
  "method": "ωB97M-V/def2-TZVPD",
  "species": ["C", "C", "N", "C", "N", "H", "H", "H", "H", "H", "H", "O", "H", "H", "O"],
  "positions_angstrom": [[-1.845699, 1.377258, -0.317212], [-0.628716, 1.665605, -0.834668], [0.325674, 0.875657, -0.337635], [-0.257248, 0.046001, 0.556434], [-1.625483, 0.380157, 0.638137], [-2.782157, 1.922370, -0.175977], [-0.532930, 2.272140, -1.741439], [0.178746, -0.661074, 1.207346], [-2.318856, -0.357085, 0.736295], [0.780983, -2.430864, -1.014073], [-0.205245, -2.919373, -2.215112], [0.537130, -3.111703, -1.641619], [2.787850, 0.004839, 0.930650], [1.826019, 0.322726, 2.173077], [2.642606, -0.090036, 1.881213]],
  "forces_ev_per_a": [[-0.8, -0.2, 2.1], [-1.3, 0.8, -1.8], [1.0, -2.4, 2.0], [-1.8, 3.0, -2.1], [1.4, -0.9, -0.8], [0.3, -0.3, -1.0], [0.6, 0.2, 0.8], [0.5, -0.7, 0.2], [0.1, 0.4, 0.6], [-0.6, 0.5, -0.3], [0.0, 0.7, 0.4], [0.6, -1.2, 0.0], [-0.6, 0.4, 0.3], [0.1, 0.3, -0.6], [0.6, -0.5, 0.3]],
  "e_above_lowest_kcal_mol": 44.2,
  "max_force_ha_per_bohr": 0.080,
  "smiles": "c1c[nH]cn1.O.O",
  "orbital_gap_ha": 0.3678
}

Entry 3:
{
  "formula": "C17H24N6O3",
  "method": "ωB97M-V/def2-TZVPD",
  "species": ["C", "C", "C", "C", "C", "C", "C", "C", "C", "C", "C", "C", "C", "C", "C", "C", "C", "H", "H", "H", "H", "H", "H", "H", "H", "H", "H", "H", "H", "H", "H", "H", "H", "H", "H", "H", "H", "H", "H", "H", "H", "N", "N", "N", "N", "N", "N", "O", "O", "O"],
  "positions_angstrom": [[-1.858834, 1.990256, 0.571875], [-0.553112, 1.097348, 0.639693], [-2.961922, 1.020594, 0.952320], [-3.529259, -0.083993, -0.087967], [-4.584079, -0.970528, 0.394484], [-7.056307, -0.675997, -0.180905], [1.404996, 0.023212, -0.319649], [0.995390, -1.235850, -0.860823], [2.223095, -0.277390, 0.940748], [3.544165, -0.842627, 0.719496], [3.893403, -2.105044, 0.977465], [4.627269, -0.049172, 0.074596], [5.687045, -0.909794, -0.008913], [4.791947, 1.297910, -0.310883], [6.972439, -0.396778, -0.426698], [6.101678, 1.884295, -0.364157], [7.245632, 0.990014, -0.686727], [-1.973415, 1.527689, -1.379131], [-2.906994, 2.777069, -0.970442], [-2.002695, 2.727312, 1.454117], [-3.778101, 1.736836, 1.133131], [-2.841262, 0.605086, 1.955379], [-4.101814, 0.695009, -1.110023], [-2.578204, -0.587362, -0.318720], [-4.868992, -1.899891, -0.262075], [-4.257727, -1.136671, 1.498168], [-5.938211, 0.276109, 1.487812], [-8.649045, -0.066693, 0.590506], [-6.939573, -1.243512, -2.192098], [-5.527375, -0.964836, -1.376653], [0.484513, 1.647950, -1.386140], [2.163038, 0.384517, -1.029325], [1.823677, -1.175159, 1.468999], [2.174093, 0.759781, 1.538563], [3.335071, -3.050673, 1.333094], [5.788708, -3.143169, 0.083816], [4.125416, 2.126918, -0.182965], [7.707380, -1.355032, -0.575851], [6.361912, 3.020240, -0.574081], [8.118785, 1.404779, -1.352992], [2.693971, -1.775697, -0.268656], [-1.938074, 2.413591, -0.941168], [-5.978601, -0.476834, 0.666038], [-8.336770, -0.355989, -0.263786], [-6.425271, -1.357422, -1.153550], [0.549316, 1.126005, -0.427543], [5.274510, -2.116028, 0.679191], [-0.299182, 0.397670, 1.689489], [-0.129425, -1.441767, -1.186947], [1.926773, -2.236295, -0.650100]],
  "forces_ev_per_a": [[1.6, -1.9, -1.4], [3.3, -0.8, 2.4], [-3.5, 0.0, -0.3], [0.6, 5.1, -2.4], [-2.0, -2.5, 3.1], [-0.9, 1.5, 0.0], [3.9, 1.8, -1.5], [-0.9, -3.0, 1.1], [-1.7, 1.8, 2.9], [0.3, 3.8, -0.9], [2.8, -1.1, 0.4], [-1.0, -0.6, 0.2], [0.8, 0.6, 1.4], [2.6, 2.4, 2.0], [1.6, -2.6, -0.7], [1.3, -0.9, -3.0], [-1.9, -0.9, -0.1], [-0.1, -1.1, -0.8], [0.7, -0.1, -0.6], [1.3, -0.4, -2.1], [-0.4, -0.3, -0.1], [0.6, -0.3, -0.2], [2.2, -2.6, 2.6], [-0.7, -0.5, -0.9], [2.0, 1.2, 2.1], [-0.3, -1.0, -1.8], [-1.0, -2.4, -2.6], [-1.2, 1.3, 2.9], [1.1, -0.8, 3.9], [-0.1, 0.1, -0.2], [-0.3, -1.5, 2.8], [0.6, -0.4, -0.1], [-1.1, 1.6, 0.4], [0.4, -2.7, -0.8], [1.1, 2.0, -0.6], [-2.3, 4.0, 2.8], [-1.4, -0.4, 0.0], [-1.1, 3.0, 0.1], [-1.3, -2.4, 0.6], [-1.5, -1.1, 2.1], [0.2, -0.7, -0.8], [-1.0, 1.6, 3.7], [0.8, 4.0, 4.4], [3.9, -1.9, -1.7], [-2.5, -0.8, -8.5], [-4.7, 1.7, 1.8], [3.7, -4.7, -3.7], [-1.4, 2.7, -4.6], [-0.9, -0.7, -1.1], [-2.4, 0.5, -2.1]],
  "e_above_lowest_kcal_mol": 263.2,
  "max_force_ha_per_bohr": 0.174,
  "orbital_gap_ha": 0.3318
}

Entry 4:
{
  "formula": "ClH4PSi",
  "method": "ωB97M-V/def2-TZVPD",
  "species": ["Si", "P", "Cl", "H", "H", "H", "H"],
  "positions_angstrom": [[3.461714, 0.447251, -1.240137], [-2.644827, 0.311755, 0.131902], [5.377300, -0.249690, -1.334268], [3.070002, -0.684939, -0.281447], [-2.277961, -0.475023, 1.176179], [-3.875479, -0.454610, 0.382096], [-3.110751, 1.105259, 1.165672]],
  "forces_ev_per_a": [[-0.6, -0.1, 0.3], [-1.6, -0.6, -0.2], [0.8, -0.1, -0.2], [-0.2, 0.3, -0.1], [1.4, -1.0, 0.9], [0.4, 0.6, -0.9], [-0.2, 1.1, 0.2]],
  "e_above_lowest_kcal_mol": 54.3,
  "max_force_ha_per_bohr": 0.037,
  "orbital_gap_ha": 0.2998
}

no.,calculated total energy (Ha)
1,-322.4380
2,-379.0705
3,-1216.1152
4,-1093.3645